1.
Below is 2 unconnected molecules or ions with the total composition C29H47Br2Cl2F2N4O8 in a non-equilibrium geometry, with properties calculated with ωB97M-V with the def2-TZVPD basis set.

```
94
Properties=species:S:1:pos:R:3:forces:R:3
C 5.8079 -2.3340 1.1414 -0.587 -0.111 -0.182
C 5.9862 -1.6266 -0.1858 0.292 0.208 0.513
O 5.7851 -2.4655 -1.2967 0.236 -0.141 -0.203
C 4.4466 -2.8421 -1.5066 -0.013 0.093 -0.139
C 4.0109 -2.4226 -2.9076 0.245 0.142 0.081
O 2.6532 -2.0277 -2.9698 -0.082 -0.143 -0.349
C 1.7778 -3.0704 -2.6196 -0.138 0.559 0.515
C 0.3729 -2.6577 -2.9714 0.464 -0.044 -0.116
O 0.1132 -1.4300 -2.3108 0.201 0.417 -0.034
C -1.2240 -1.0991 -2.2942 -0.948 -0.586 0.465
C -1.3721 0.2259 -1.5211 1.527 -1.531 -1.132
C -0.6795 1.2649 -2.4981 0.077 0.313 0.431
C 0.8346 1.5542 -2.5931 0.349 0.494 -0.430
C 1.2196 3.0069 -2.2110 0.014 -0.236 0.333
C 2.1306 3.2137 -0.9915 0.205 0.904 -0.609
N 3.3228 4.0072 -1.3930 -0.489 -0.293 0.604
C 2.9930 5.4357 -1.4915 0.493 -0.155 -0.285
C 4.3591 3.8006 -0.4055 0.707 -0.249 -0.524
C 4.0363 4.0351 1.0423 -0.216 0.047 0.123
O 5.4458 3.4129 -0.7425 -0.242 0.148 0.029
C -0.8690 0.3001 -0.0364 -0.009 1.010 1.256
Cl 0.8772 0.0282 0.2624 0.055 0.253 -0.482
C -1.5086 -0.4626 1.1632 -0.474 -0.534 -0.495
Br -2.1339 0.5761 2.6570 0.033 -0.039 0.045
C -1.5193 -1.7729 1.4352 0.153 0.075 -0.228
C -2.0751 -2.4147 2.6609 -0.459 0.196 -0.268
Br -0.7107 -3.0345 0.2979 0.130 -0.086 -0.153
C -1.2018 1.7914 0.1155 -0.267 -0.057 -0.225
C -2.6576 1.8571 -0.4177 0.777 1.440 1.265
Cl -3.0110 3.4861 -1.0139 -0.023 -0.177 -0.191
N -2.8445 0.6909 -1.4260 0.318 0.655 -0.845
C -3.3361 1.1616 -2.7704 -1.236 1.509 -0.430
C -4.7810 1.6647 -2.7323 0.240 -2.064 0.682
C -5.7379 1.0179 -3.6452 0.146 3.224 -0.899
O -5.0861 2.4193 -3.8041 -0.320 0.334 -0.410
N -3.7659 -0.3241 -0.9768 0.697 -0.043 0.760
C -4.9196 -0.0992 -0.1819 -0.654 -0.341 -1.107
O -5.9925 -0.3907 -0.5736 -0.286 -0.323 -0.026
F -4.7064 0.3249 1.0127 0.558 0.680 1.052
C -3.9809 -1.4852 -1.7988 -0.287 0.070 -0.493
O -4.2853 -1.5470 -2.9314 0.347 0.138 -0.010
F -3.8363 -2.5342 -1.0294 -0.258 -0.486 0.370
H 4.7588 -2.5852 1.2920 -0.134 -0.090 0.077
H 6.0922 -1.6903 1.9658 0.216 0.073 0.138
H 6.3624 -3.2648 1.1617 0.283 -0.061 0.082
H 5.3378 -0.7522 -0.2322 -0.310 0.178 -0.113
H 6.9952 -1.2370 -0.2429 0.282 -0.082 -0.274
H 3.7924 -2.3538 -0.7841 -0.156 0.075 0.121
H 4.3549 -3.9199 -1.3893 -0.045 -0.187 0.192
H 4.6030 -1.5618 -3.1946 0.018 0.211 -0.037
H 4.2187 -3.2148 -3.6283 -0.085 -0.151 -0.145
H 1.8034 -3.1995 -1.5348 0.074 -0.287 0.164
H 2.0395 -4.0124 -3.1001 0.006 -0.161 -0.185
H 0.2910 -2.5317 -4.0498 -0.229 0.058 -0.196
H -0.3151 -3.4247 -2.6168 -0.220 -0.150 -0.084
H -1.7874 -1.9212 -1.8453 0.046 -0.016 0.273
H -1.6489 -0.9944 -3.2964 0.126 0.193 -0.259
H -1.1131 2.2467 -2.3532 -0.111 0.054 0.124
H -1.0102 0.9819 -3.4865 0.007 -0.301 -0.164
H 1.0618 1.4992 -3.6530 -0.127 -0.216 -0.224
H 1.5154 0.8346 -2.1736 -0.100 -0.354 0.422
H 1.7395 3.4645 -3.0436 0.108 -0.021 -0.242
H 0.3160 3.6003 -2.0788 -0.186 0.106 -0.036
H 1.5772 3.7844 -0.2405 -0.097 -0.265 0.455
H 2.4894 2.2833 -0.5812 -0.081 -0.378 0.144
H 3.6665 5.9036 -2.1997 0.110 0.137 -0.134
H 3.1052 5.9601 -0.5428 -0.207 0.105 0.196
H 1.9831 5.5624 -1.8589 -0.214 0.015 -0.048
H 4.9274 4.3548 1.5636 0.163 0.042 0.097
H 3.7003 3.1007 1.4834 0.014 -0.211 0.066
H 3.2381 4.7525 1.1845 -0.119 0.184 0.066
H -1.5541 -2.0839 3.5513 0.127 -0.092 0.230
H -3.1217 -2.1252 2.7332 -0.156 0.098 0.258
H -2.0509 -3.4900 2.5812 0.210 -0.202 0.102
H -0.5212 2.4378 -0.4177 0.072 -0.160 -0.481
H -1.1511 2.1569 1.1254 -0.253 -0.038 0.300
H -3.2827 1.7907 0.4586 -0.463 -0.739 -0.226
H -2.8234 2.0452 -3.1189 0.481 -0.132 0.329
H -3.2437 0.4085 -3.5362 0.182 -0.431 0.247
H -5.1857 1.9782 -1.7727 0.096 0.139 0.129
H -6.7633 1.3056 -3.4910 -0.445 -0.985 0.097
H -5.4141 0.5977 -4.5789 -0.124 -1.259 0.300
C -1.6954 -3.1873 6.4692 0.041 -0.174 -0.021
O -0.8542 -3.0888 5.5916 -0.054 0.093 -0.098
N -1.9014 -2.2743 7.4288 -0.109 0.118 0.139
C -2.9139 -2.4447 8.4548 0.136 0.116 -0.048
C -1.0749 -1.0777 7.4376 0.011 -0.117 -0.074
H -2.3647 -4.0597 6.5476 0.003 0.003 0.005
H -3.6390 -1.6304 8.4121 -0.036 -0.021 0.030
H -2.4541 -2.4531 9.4439 -0.039 -0.021 0.029
H -3.4356 -3.3866 8.3043 0.000 -0.028 -0.016
H -1.1985 -0.5259 6.5050 0.018 0.033 0.008
H -0.0231 -1.3459 7.5325 0.020 0.031 0.002
H -1.3651 -0.4470 8.2728 -0.026 -0.001 0.028
```
Positions in Å, forces in eV/Å.

Calculated values
Highest occupied orbital energy ... -11.2 eV
Total charge ... +1
HOMO-LUMO gap ... 0.2801 Eh
Strongest force on any atom ... 3.4 eV Å⁻¹

=====

2.
Below is a molecular structure, C32H43AuIN5O4S4, with properties calculated with ωB97M-V with the def2-TZVPD basis set.

```
90
Properties=species:S:1:pos:R:3:forces:R:3
Au 0.1391 0.1199 -0.6387 0.378 -0.082 0.184
C -3.8807 1.1480 1.9787 -0.013 -0.058 -0.010
N -2.5190 0.6929 1.7384 0.085 0.071 -0.078
C -1.4635 1.4769 1.7608 -0.025 -0.267 0.019
S 0.1190 0.6930 1.5563 0.145 0.458 0.167
N -1.5462 2.7514 2.0757 -0.040 0.043 -0.017
C -0.4771 3.7502 2.1045 -0.003 -0.004 -0.009
H -4.4987 0.2718 2.1465 -0.022 -0.010 -0.011
H -4.2746 1.6976 1.1221 -0.007 -0.025 0.046
H -3.9235 1.7679 2.8757 -0.014 -0.021 0.021
H -2.3670 -0.2676 1.4275 -0.059 -0.050 0.110
H -2.4787 3.1128 2.2285 0.050 -0.009 0.044
H 0.4862 3.2543 2.0867 0.023 0.010 -0.001
H -0.5732 4.3315 3.0184 0.022 0.009 -0.008
H -0.5641 4.4009 1.2346 0.017 0.001 0.007
C 4.6141 -1.1697 5.3603 0.016 0.018 0.001
C 4.7844 -2.4334 4.5336 0.016 -0.045 -0.031
N 4.0605 -2.3855 3.2519 -0.129 0.058 0.153
C 2.8518 -3.1886 3.1372 0.076 -0.086 -0.053
C 1.6786 -2.6330 3.9367 0.050 0.042 -0.001
C 4.6069 -1.6306 2.2818 0.057 0.045 -0.143
O 5.6826 -1.0680 2.3911 -0.045 -0.005 0.025
C 3.8962 -1.4263 0.9542 0.058 -0.044 -0.027
C 4.7058 -1.3762 -0.1775 0.001 -0.050 0.061
C 4.1503 -1.0426 -1.3974 -0.039 0.004 -0.045
C 2.8065 -0.7349 -1.4559 0.107 0.205 0.004
N 2.0203 -0.7775 -0.3701 -0.064 -0.069 -0.020
C 2.5598 -1.1144 0.8140 -0.101 -0.170 0.049
H 5.1386 -1.2789 6.3088 0.009 0.006 0.005
H 3.5640 -0.9709 5.5773 -0.013 -0.009 0.003
H 5.0366 -0.3123 4.8389 -0.005 -0.002 -0.003
H 4.4094 -3.3051 5.0698 0.009 0.000 0.011
H 5.8388 -2.6006 4.3160 -0.010 0.003 0.014
H 3.0935 -4.1904 3.4993 -0.024 -0.018 -0.035
H 2.6005 -3.3061 2.0832 -0.009 0.036 0.021
H 1.8572 -2.7228 5.0075 0.001 0.007 0.007
H 0.7649 -3.1838 3.7094 -0.010 -0.029 0.034
H 1.5117 -1.5752 3.7241 -0.041 -0.006 -0.021
H 5.7636 -1.5760 -0.0702 0.013 0.020 -0.005
H 4.7513 -0.9814 -2.2931 -0.009 -0.007 -0.012
H 2.3533 -0.3810 -2.3711 -0.040 -0.046 -0.051
H 1.8984 -1.1212 1.6681 -0.063 0.004 -0.026
N -1.8183 -4.0860 1.7482 -0.012 -0.060 0.029
C -2.4738 -3.1501 1.0489 0.056 0.087 -0.041
O -1.9996 -2.0281 0.8560 -0.021 -0.012 -0.001
C -3.8100 -3.5563 0.4906 -0.049 -0.007 -0.005
I -5.3612 -2.7866 1.7319 -0.011 0.027 0.040
H -0.9562 -3.8386 2.2049 -0.009 0.015 0.000
H -2.2283 -4.9819 1.9502 -0.001 0.003 0.003
H -3.9504 -4.6321 0.4553 0.022 -0.003 -0.031
H -3.9521 -3.1215 -0.4932 0.022 0.008 0.009
O -1.3603 1.3789 -0.8683 -0.162 -0.200 -0.400
C -1.1207 2.4061 -1.8713 0.027 0.102 0.086
C -0.0684 3.4220 -1.4255 -0.030 -0.062 0.110
C -0.1769 4.7800 -1.4890 0.014 0.059 0.041
C 0.9991 5.4666 -1.0768 -0.022 -0.004 -0.025
C 1.9954 4.6221 -0.7082 -0.021 -0.020 -0.012
S 1.5084 2.9885 -0.8572 0.011 0.006 0.001
C -2.4530 3.1270 -1.9510 -0.048 -0.053 -0.045
C -3.2859 3.3899 -0.9044 -0.044 0.020 0.043
C -4.3921 4.2059 -1.2595 0.061 0.005 -0.035
C -4.3608 4.5587 -2.5740 0.007 0.000 0.028
S -3.0143 3.8911 -3.3833 -0.027 0.012 -0.007
C -0.7534 1.8009 -3.2132 -0.040 0.061 -0.015
C -1.5966 1.1898 -4.0954 0.038 0.086 -0.009
C -0.9413 0.7129 -5.2601 0.038 0.011 0.023
C 0.3937 0.9820 -5.2425 -0.029 -0.061 -0.031
S 0.8559 1.8267 -3.8342 0.030 -0.060 -0.007
H -1.0674 5.2862 -1.8314 -0.002 -0.001 0.012
H 1.0929 6.5421 -1.0636 0.009 0.009 0.003
H 2.9867 4.8599 -0.3588 0.014 0.005 0.019
H -3.1008 3.0142 0.0898 0.022 0.064 -0.142
H -5.1663 4.5191 -0.5753 -0.023 0.002 -0.002
H -5.0651 5.1688 -3.1158 -0.012 0.001 -0.007
H -2.6596 1.1035 -3.9239 -0.017 0.022 -0.018
H -1.4427 0.2283 -6.0849 -0.008 -0.008 -0.013
H 1.1220 0.7715 -6.0095 0.007 -0.001 -0.013
C -0.5753 -3.0550 -3.6730 -0.028 0.014 -0.024
C -1.7529 -2.9544 -2.7079 0.017 -0.011 0.003
C -1.7563 -1.4771 -2.3879 -0.081 -0.024 -0.023
O -0.3325 -1.0884 -2.3962 -0.213 0.031 -0.031
C 0.4499 -2.1557 -3.0176 0.129 0.011 0.000
H -0.8567 -2.6606 -4.6501 0.027 -0.009 -0.012
H -0.1950 -4.0659 -3.8018 -0.009 -0.011 0.005
H -1.5688 -3.5532 -1.8125 0.001 0.015 0.012
H -2.6926 -3.2707 -3.1567 -0.012 -0.005 0.011
H -2.1685 -1.2175 -1.4171 -0.007 -0.015 0.024
H -2.2470 -0.8988 -3.1673 0.041 -0.048 0.057
H 1.0016 -2.6830 -2.2365 0.007 0.025 0.001
H 1.1379 -1.6968 -3.7244 -0.010 0.046 0.013
```
Positions in Å, forces in eV/Å.

Calculated values
Highest occupied orbital energy ... -13.3 eV
Total charge ... +2
HOMO-LUMO gap ... 0.2213 Eh
Strongest force on any atom ... 0.5 eV Å⁻¹
Energy above the lowest of the compared OMol25 structures with the same formula, charge and spin ... 0.492 eV

=====

3.
Below is 2 unconnected molecules or ions with the total composition C4H7N4 in a non-equilibrium geometry, with properties calculated with ωB97M-V with the def2-TZVPD basis set.

```
15
Properties=species:S:1:pos:R:3:forces:R:3
C 0.0502 1.2577 -1.1298 0.047 -0.445 -1.315
C 0.7515 2.0437 -0.3183 0.704 1.984 0.614
C -1.1741 -2.9205 -0.4638 -0.499 -0.929 1.004
C -0.7531 -1.5456 -0.5768 -1.664 1.910 -2.162
N -0.3716 0.6048 -2.0324 0.192 1.205 0.919
N 1.7044 3.4223 1.4802 1.367 1.453 -0.203
N 1.0847 2.6339 0.6858 -0.985 -2.124 -0.586
N -0.4516 -0.7978 0.3452 -0.170 -0.496 -2.178
H -1.9277 -3.1257 0.2798 -0.359 0.417 0.410
H -1.4815 -3.3737 -1.3513 -0.468 -0.234 -1.663
H -0.3344 -3.4444 -0.1358 1.608 -1.191 0.614
H -0.8987 -0.9260 -1.5538 0.580 -1.003 0.609
H 2.3464 4.1981 1.0950 -1.175 -1.775 0.901
H 1.8230 2.9890 2.4047 0.197 1.009 -0.556
H -0.3677 -1.0157 1.2714 0.625 0.219 3.592
```
Positions in Å, forces in eV/Å.

Calculated values
Highest occupied orbital energy (spin up / spin down) ... -10.9 / -13.4 eV
Total charge ... +1
2S+1 ... 3
HOMO-LUMO gap (spin up / spin down) ... 0.2511 / 0.1902 Eh
Strongest force on any atom ... 3.7 eV Å⁻¹
Energy above the lowest of the compared OMol25 structures with the same formula, charge and spin ... 3.644 eV

=====

4.
Below is 6 unconnected molecules or ions with the total composition C10H32BF3NO6S in a non-equilibrium geometry, with properties calculated with ωB97M-V with the def2-TZVPD basis set.

```
54
Properties=species:S:1:pos:R:3:forces:R:3
N -6.5731 10.9431 13.7607 0.129 0.347 -0.221
H -6.9389 11.8641 13.5660 -0.505 0.376 -0.340
H -5.9281 11.0880 14.5243 0.365 -0.481 0.717
H -6.1217 10.5497 12.9472 0.425 0.053 -0.322
H -7.3247 10.3124 14.0002 -1.025 -0.589 0.921
B -9.5216 8.7302 15.5656 0.331 0.039 0.090
H -9.0348 9.5326 16.0980 2.003 3.359 2.059
H -8.9399 7.8243 15.6375 2.310 -3.702 0.574
H -10.5352 8.5921 15.9087 -3.940 -0.541 1.515
H -9.6046 8.9038 14.5039 -0.216 1.172 -4.839
C -4.4918 12.7558 20.1299 -1.818 -2.617 -2.061
F -3.1795 12.7636 20.2047 0.872 0.551 0.370
F -5.0329 12.7991 21.3422 0.263 0.169 0.258
F -4.9373 13.7937 19.4205 0.326 0.953 0.300
S -5.0942 11.2050 19.0808 -3.508 -0.698 1.148
O -6.5497 11.1084 19.3535 1.729 1.310 -0.377
O -4.7744 11.5716 17.7113 0.619 0.310 -0.074
O -4.4635 10.0266 19.6146 1.649 0.066 0.130
C -3.7559 8.2204 8.4251 0.614 0.438 -1.536
C -3.9986 9.6764 8.9343 0.070 -1.941 -3.200
C -4.1576 10.6931 7.7370 2.457 0.191 0.056
O -5.1798 9.5887 9.5695 -2.839 0.988 3.411
H -2.8268 8.1679 7.8576 0.158 -0.169 -0.006
H -4.5436 7.9963 7.7057 -0.152 0.198 -0.332
H -3.8133 7.3472 9.0749 0.254 0.669 0.864
H -3.1930 9.9110 9.6300 -0.247 0.608 0.001
H -3.1850 10.7785 7.2524 0.619 0.091 0.190
H -4.3446 11.7193 8.0533 -0.378 -0.188 0.361
H -4.7101 10.5040 6.8167 -1.001 -0.808 0.693
H -5.8789 9.1103 9.1178 0.422 -0.047 -0.400
C -1.4461 8.1418 13.9825 -0.709 -2.018 -0.763
C -0.8243 8.3903 15.3085 1.177 0.088 -0.772
C 0.6774 8.4566 15.1716 1.429 -1.123 0.698
O -1.1091 9.6967 15.6286 -1.096 2.080 1.276
H -2.5237 7.9941 14.0528 -0.263 0.764 0.013
H -1.1721 7.1498 13.6232 0.493 -0.109 -0.294
H -1.1452 8.8888 13.2480 -0.186 0.034 0.143
H -1.1908 7.7454 16.1072 0.246 -0.492 -0.148
H 1.1465 8.5755 16.1483 -0.193 0.622 0.161
H 0.9823 9.2729 14.5167 -0.229 0.093 0.098
H 1.2138 7.5667 14.8423 -0.524 -0.376 -0.534
H -1.9620 9.6967 16.0693 -0.206 0.485 0.179
C -8.2137 17.0427 12.4828 -1.421 1.956 -0.247
C -7.3583 16.1243 13.2348 -0.425 -0.949 -0.063
C -6.9072 16.6762 14.5464 1.945 0.539 0.070
O -8.0925 14.9114 13.4356 0.434 -0.664 -0.246
H -9.0466 17.3109 13.1328 -0.474 -0.132 0.043
H -8.6359 16.6676 11.5505 0.305 -0.161 0.015
H -7.7700 18.0260 12.3266 0.413 -0.084 -0.327
H -6.5199 15.8849 12.5807 0.299 -0.421 0.363
H -6.0585 17.3284 14.3405 0.147 0.347 -0.118
H -6.4222 15.8857 15.1191 -0.563 -0.035 0.398
H -7.5783 17.3210 15.1139 -0.482 -0.592 -0.010
H -8.9838 15.1335 13.7145 -0.099 0.042 0.120
```
Positions in Å, forces in eV/Å.

Calculated values
Highest occupied orbital energy ... -5.2 eV
Total charge ... -1
HOMO-LUMO gap ... 0.2358 Eh
Strongest force on any atom ... 5.0 eV Å⁻¹
Energy above the lowest of the compared OMol25 structures with the same formula, charge and spin ... 3.465 eV